C4H26NO12 | the ωB97M-V functional and the def2-TZVPD basis

Geometry as XYZ:
```
43
Properties=species:S:1:pos:R:3:lowdin_charge:R:1
O 2.923 0.350 0.606 0.01
C 1.921 1.065 0.606 -0.64
O 0.921 1.048 1.384 -0.08
C 1.739 2.066 -0.625 -0.29
C 2.107 1.359 -1.940 -0.14
C 1.087 0.431 -2.583 -0.17
O 0.228 -0.181 -1.543 -0.12
N 0.406 2.651 -0.723 0.05
H 2.434 2.870 -0.391 0.14
H 3.001 0.768 -1.724 0.11
H 2.335 2.143 -2.650 0.10
H 1.433 -0.432 -3.150 0.11
H 0.321 0.961 -3.120 0.10
H 0.743 -0.230 -0.739 0.04
H -0.322 1.974 -0.529 0.05
H 0.311 3.376 -0.025 0.08
H -2.192 0.417 2.851 0.05
H -0.846 0.726 2.183 0.04
O -1.337 0.054 2.673 -0.05
H 2.060 -1.439 2.800 -0.01
H 3.186 -1.321 1.830 0.01
O 2.659 -1.995 2.278 -0.08
H 0.816 -2.084 1.001 0.05
H -0.270 -1.043 1.385 0.01
O -0.103 -1.829 0.853 -0.05
H -2.258 -1.332 2.042 0.01
H -1.917 -2.153 0.864 0.02
O -2.695 -1.912 1.387 -0.08
H 0.713 -0.162 3.502 0.00
H 1.754 0.934 3.225 0.03
O 1.571 0.162 3.765 -0.06
H 0.241 -2.348 -2.576 0.00
H 0.219 -3.062 -1.256 0.01
O 0.586 -3.137 -2.146 -0.06
H -3.195 -0.336 0.692 -0.02
H -3.313 0.909 -0.322 0.00
O -3.154 0.626 0.579 -0.07
H -1.987 0.684 -2.074 0.01
H -1.380 2.062 -1.726 -0.01
O -2.206 1.603 -1.893 -0.07
H -2.289 -1.733 -2.030 0.03
H -3.122 -1.211 -0.891 0.00
O -3.131 -1.299 -1.850 -0.03
```

## Properties
gap between HOMO and LUMO: 8.8 eV
energy above the lowest of the compared OMol25 structures with the same formula, charge and spin: 10.3 kcal/mol
net charge: -1
2S+1: 1
F_max: 2.95 eV/A
HOMO: -5.8171 eV


C29H25F3N2O10P2RuTe | the ωB97M-V functional and the def2-TZVPD basis

Geometry as XYZ:
```
73
Properties=species:S:1:pos:R:3:lowdin_charge:R:1
Ru -0.195 -0.283 0.391 1.17
O -2.626 3.228 -0.719 0.00
C -1.967 2.187 -0.656 -0.62
O -1.321 1.827 0.446 -0.45
C -1.824 1.280 -1.789 -0.23
C -2.368 1.608 -3.041 -0.05
C -2.129 0.817 -4.134 -0.12
C -1.314 -0.351 -3.968 -0.13
C -0.839 -0.643 -2.718 -0.21
N -1.078 0.112 -1.628 -0.07
H -2.963 2.509 -3.096 0.11
H -2.532 1.070 -5.107 0.08
H -1.089 -0.999 -4.804 0.08
H -0.236 -1.532 -2.559 0.08
O 3.447 -1.157 1.470 -0.09
P 2.844 -2.455 0.837 0.37
O 3.805 -3.400 0.302 -0.20
O 1.750 -1.929 -0.305 -0.16
O 1.816 -3.054 1.879 -0.23
P 0.652 -2.217 2.726 0.19
O -0.609 -2.426 1.698 -0.23
O 0.447 -2.907 3.993 -0.24
O 1.020 -0.760 2.605 -0.45
H 2.718 -0.684 1.955 0.06
H -0.833 -3.367 1.655 0.10
F 3.627 -1.551 -8.856 0.13
C 4.543 -1.089 -7.971 -0.58
F 5.688 -1.753 -8.218 0.13
F 4.762 0.204 -8.308 0.13
C 4.079 -1.235 -6.566 -0.13
C 4.750 -2.057 -5.668 -0.01
C 4.277 -2.198 -4.379 -0.01
C 3.125 -1.518 -3.966 -0.21
C 2.460 -0.689 -4.877 0.00
C 2.934 -0.551 -6.164 0.00
C 2.662 -1.666 -2.630 0.05
C 2.227 -1.791 -1.523 -0.15
H 5.643 -2.580 -5.983 0.12
H 4.789 -2.830 -3.667 0.12
H 1.568 -0.165 -4.555 0.11
H 2.426 0.093 -6.870 0.13
Te -1.431 0.734 2.698 1.54
C -1.774 -0.395 4.488 -0.49
C -1.003 -0.131 5.613 -0.15
C -1.152 -0.893 6.761 -0.09
C -2.076 -1.926 6.792 -0.10
C -2.858 -2.188 5.676 -0.09
C -2.705 -1.426 4.530 -0.14
C -3.369 1.628 2.853 -0.45
C -3.448 2.913 3.376 -0.14
C -4.678 3.536 3.526 -0.09
C -5.839 2.879 3.148 -0.10
C -5.764 1.604 2.606 -0.09
C -4.533 0.984 2.455 -0.13
H -0.274 0.671 5.577 0.09
H -0.538 -0.689 7.629 0.10
H -2.180 -2.536 7.681 0.10
H -3.573 -3.002 5.697 0.10
H -3.307 -1.636 3.653 0.09
H -2.536 3.423 3.661 0.09
H -4.729 4.538 3.935 0.10
H -6.802 3.361 3.268 0.10
H -6.669 1.097 2.294 0.10
H -4.476 -0.004 2.013 0.10
C 3.506 2.464 0.507 0.01
C 2.069 2.024 0.391 -0.55
N 1.121 2.887 0.747 0.20
O 1.817 0.890 -0.052 -0.08
H 3.595 3.485 0.872 0.07
H 3.974 2.380 -0.473 0.09
H 4.028 1.782 1.178 0.08
H 1.342 3.802 1.093 0.11
H 0.128 2.643 0.571 0.06
```

## Properties
gap between HOMO and LUMO (spin up / spin down): 4.5 / 7.8 eV
energy above the lowest of the compared OMol25 structures with the same formula, charge and spin: 54.4 kcal/mol
net charge: -1
2S+1: 6
F_max: 1.58 eV/A
HOMO (spin up / spin down): -2.1809 / -5.8760 eV


C26H35BF24N2O8 | the ωB97M-V functional and the def2-TZVPD basis

Geometry as XYZ:
```
96
Properties=species:S:1:pos:R:3:lowdin_charge:R:1
C -2.926 0.881 1.935 -0.11
O -3.116 1.361 0.557 -0.08
B -3.178 0.211 -0.404 -0.41
O -2.115 -0.811 -0.331 0.04
C -4.469 0.202 -1.437 -0.17
C -5.801 -0.117 -0.476 0.00
C -6.060 -1.757 -0.307 -0.22
O -7.359 -2.104 -0.102 -0.05
N -4.949 -2.786 -0.327 -0.20
C -5.297 -4.004 -1.159 -0.11
C -4.455 -3.144 1.058 -0.09
O -4.357 -0.753 -2.550 -0.07
C -3.155 -0.527 -3.366 -0.23
O -2.678 0.651 -3.777 -0.02
C -2.336 -1.880 -3.878 -0.09
C -0.707 -1.770 -3.718 -0.18
C -0.094 -3.208 -3.124 -0.19
C -0.347 -3.308 -1.502 -0.30
N 0.046 -4.629 -0.877 -0.05
H -3.641 1.455 2.699 0.12
H -1.824 1.143 2.257 0.11
H -3.121 -0.262 2.095 0.09
H -1.245 -0.289 -0.453 0.15
H -4.594 1.297 -1.892 0.18
H -6.757 0.469 -0.814 0.14
H -5.502 0.250 0.620 0.14
H -6.424 -4.319 -1.126 0.10
H -4.658 -4.960 -0.918 0.10
H -5.062 -3.709 -2.292 0.10
H -4.354 -4.304 1.186 0.10
H -3.351 -2.700 1.155 0.09
H -5.078 -2.675 1.938 0.11
H -2.682 -2.167 -4.984 0.14
H -2.686 -2.768 -3.162 0.11
H -0.331 -0.849 -3.096 0.12
H -0.258 -1.672 -4.820 0.11
H 1.052 -3.334 -3.327 0.11
H -0.628 -4.150 -3.625 0.12
H 0.327 -2.473 -1.007 0.11
H -1.491 -3.147 -1.316 0.10
H -0.844 -5.209 -0.832 0.07
H 0.300 -4.426 0.134 0.07
C 5.208 -2.289 1.839 -0.05
C 4.719 -3.452 0.963 -0.43
C 4.016 -3.038 -0.326 -0.29
F 2.909 -2.296 -0.095 0.07
F 3.601 -4.133 -1.018 0.09
F 3.941 -4.278 1.711 0.12
F 5.823 -4.195 0.624 0.10
O 4.349 -1.905 2.918 0.04
C 3.288 -1.018 2.566 -0.47
C 1.902 -1.655 2.729 -0.26
F 1.779 -2.788 1.994 0.08
F 0.924 -0.813 2.303 0.09
F 3.509 -0.535 1.322 0.13
F 3.403 0.047 3.406 0.13
H 6.122 -2.640 2.335 0.15
H 5.534 -1.426 1.247 0.15
H 4.684 -2.469 -0.977 0.18
H 1.706 -1.910 3.772 0.18
C 3.601 3.437 7.074 -0.05
C 2.768 4.670 6.691 -0.43
C 1.445 4.813 7.437 -0.29
F 0.618 3.764 7.226 0.08
F 0.774 5.917 7.015 0.09
F 2.584 4.685 5.345 0.13
F 3.533 5.777 6.970 0.10
O 3.471 2.296 6.219 0.03
C 2.348 1.457 6.489 -0.48
C 1.324 1.446 5.347 -0.27
F 0.873 2.694 5.065 0.09
F 0.232 0.707 5.676 0.09
F 1.813 1.805 7.681 0.12
F 2.856 0.206 6.659 0.14
H 4.653 3.731 6.970 0.15
H 3.495 3.171 8.131 0.15
H 1.606 4.915 8.513 0.17
H 1.757 1.033 4.433 0.15
C -0.196 4.039 -6.072 -0.05
C 0.066 2.658 -6.692 -0.42
C 0.239 1.523 -5.687 -0.29
F 1.284 1.726 -4.853 0.08
F 0.489 0.350 -6.329 0.08
F 1.127 2.742 -7.536 0.12
F -1.014 2.360 -7.486 0.10
O 0.944 4.894 -5.927 0.03
C 1.731 4.667 -4.759 -0.48
C 3.141 4.155 -5.082 -0.27
F 3.106 3.010 -5.809 0.09
F 3.830 3.869 -3.946 0.09
F 1.051 3.857 -3.917 0.12
F 1.816 5.872 -4.131 0.14
H -0.845 4.575 -6.776 0.15
H -0.784 3.981 -5.149 0.15
H -0.662 1.385 -5.085 0.15
H 3.708 4.895 -5.651 0.17
```

## Properties
SMILES: COB(O)[C@H](CC(=O)N(C)C)OC(=O)CCCCN.FC(F)C(F)(F)COC(F)(F)C(F)F.FC(F)C(F)(F)COC(F)(F)C(F)F.FC(F)C(F)(F)COC(F)(F)C(F)F
gap between HOMO and LUMO: 9.4 eV
2S+1: 1
F_max: 8.37 eV/A
HOMO: -9.2161 eV


C4H4Cl12 | the ωB97M-V functional and the def2-TZVPD basis

Geometry as XYZ:
```
20
Properties=species:S:1:pos:R:3:lowdin_charge:R:1
C 8.211 8.477 5.279 -1.59
Cl 7.394 6.928 5.032 0.50
Cl 7.053 9.758 4.893 0.53
Cl 9.682 8.597 4.352 0.55
H 8.448 8.492 6.317 -0.05
C 12.631 10.412 11.553 -1.59
Cl 13.504 9.025 12.134 0.54
Cl 11.101 9.913 10.833 0.52
Cl 13.590 11.373 10.414 0.52
H 12.426 11.055 12.434 0.03
C 10.911 6.006 9.169 -1.55
Cl 10.048 6.910 7.855 0.51
Cl 11.986 4.719 8.533 0.52
Cl 9.845 5.362 10.310 0.58
H 11.473 6.745 9.733 -0.01
C 5.846 5.169 9.705 -1.59
Cl 4.231 4.565 9.813 0.56
Cl 6.387 5.902 11.229 0.50
Cl 5.906 6.327 8.400 0.52
H 6.475 4.326 9.488 0.01
```

## Properties
SMILES: ClC(Cl)Cl.ClC(Cl)Cl.ClC(Cl)Cl.ClC(Cl)Cl
gap between HOMO and LUMO: 11.4 eV
energy above the lowest of the compared OMol25 structures with the same formula, charge and spin: 9.1 kcal/mol
2S+1: 1
F_max: 1.91 eV/A
HOMO: -11.0469 eV


C3H12O4 | the ωB97M-V functional and the def2-TZVPD basis

Geometry as XYZ:
```
19
Properties=species:S:1:pos:R:3:lowdin_charge:R:1
C 0.161 -2.987 -1.469 -0.11
C 0.791 -1.817 -0.746 -0.15
C 0.250 -0.911 0.196 -0.20
O 0.934 0.254 0.632 -0.08
H -0.466 -2.650 -2.206 0.03
H -0.672 -3.396 -0.893 0.07
H 0.942 -3.735 -1.559 0.08
H 1.817 -1.541 -0.920 0.08
H -0.821 -1.151 0.604 0.13
H 0.721 0.311 1.609 0.02
H 0.281 0.375 3.994 0.07
H 0.160 -0.917 3.279 0.08
O 0.499 -0.014 3.147 -0.02
H -2.664 -0.479 -3.208 -0.02
H -2.179 -0.401 -2.011 0.05
O -3.043 -0.664 -2.405 -0.04
H 0.882 5.544 -0.631 0.10
H 1.034 5.648 0.959 0.02
O 0.828 5.009 0.264 -0.11
```

## Properties
SMILES: C/C=C/O.O.O.O
gap between HOMO and LUMO: 8.5 eV
energy above the lowest of the compared OMol25 structures with the same formula, charge and spin: 60.0 kcal/mol
2S+1: 1
F_max: 4.56 eV/A
HOMO: -8.1727 eV


CH3N5 | the ωB97M-V functional and the def2-TZVPD basis

Geometry as XYZ:
```
9
Properties=species:S:1:pos:R:3:lowdin_charge:R:1
N 0.201 -1.503 0.853 0.11
C -0.045 -0.285 0.326 -0.51
N -0.717 0.818 0.582 0.11
N -0.459 1.491 -0.565 -0.08
N 0.292 0.872 -1.431 0.01
N 0.582 -0.249 -0.892 0.01
H 0.105 -1.771 1.825 0.10
H 0.848 -1.780 0.082 0.10
H -0.807 2.406 -0.780 0.14
```

## Properties
SMILES: Nc1nn[nH]n1
gap between HOMO and LUMO: 10.2 eV
energy above the lowest of the compared OMol25 structures with the same formula, charge and spin: 18.7 kcal/mol
2S+1: 1
F_max: 2.57 eV/A
HOMO: -9.0340 eV


Br3HOSi | the ωB97M-V functional and the def2-TZVPD basis

Geometry as XYZ:
```
6
Properties=species:S:1:pos:R:3:lowdin_charge:R:1
O 0.280 0.406 -0.756 -0.44
Si 2.740 -0.053 -0.009 -0.52
Br 3.779 1.509 -1.199 0.32
Br 2.939 -2.241 -0.446 0.30
Br 3.314 0.411 2.063 0.32
H -0.316 -0.419 -0.449 0.01
```

## Properties
gap between HOMO and LUMO: 8.2 eV
energy above the lowest of the compared OMol25 structures with the same formula, charge and spin: 99.7 kcal/mol
2S+1: 1
F_max: 3.84 eV/A
HOMO: -10.0165 eV


C21H26N4O4S | the ωB97M-V functional and the def2-TZVPD basis

Geometry as XYZ:
```
56
Properties=species:S:1:pos:R:3:lowdin_charge:R:1
C 2.989 -4.203 -5.992 -0.06
C 3.584 -2.842 -5.662 -0.22
H 3.696 -2.231 -6.560 0.12
H 4.553 -2.963 -5.167 0.12
O 2.721 -2.089 -4.806 0.00
C 2.804 -2.326 -3.493 -0.48
O 3.557 -3.123 -2.997 0.12
C 1.864 -1.420 -2.724 -0.22
C 2.647 -0.177 -2.282 -0.11
C 1.763 0.719 -1.419 -0.18
N 1.325 -0.025 -0.257 -0.13
C 0.490 -1.143 -0.653 -0.18
C 1.312 -2.122 -1.485 -0.12
H 2.148 -2.498 -0.895 0.12
H 0.690 -2.970 -1.775 0.13
H -0.377 -0.809 -1.253 0.13
H 0.115 -1.633 0.246 0.12
C 0.792 0.785 0.823 -0.27
C -0.611 1.268 0.558 -0.39
C -1.781 0.610 0.757 -0.34
N -2.853 1.338 0.312 -0.07
C -2.568 2.547 -0.247 -0.60
N -3.680 3.137 -0.628 0.13
C -4.637 2.245 -0.277 -0.42
N -4.179 1.142 0.296 0.15
C -6.077 2.487 -0.516 -0.03
H -6.253 2.626 -1.580 0.08
H -6.652 1.641 -0.152 0.07
H -6.386 3.395 -0.003 0.08
S -0.880 2.828 -0.234 1.11
O -1.978 -0.589 1.332 0.12
H -2.930 -0.764 1.350 0.12
C 0.883 0.064 2.156 -0.17
C 0.173 0.554 3.246 0.02
C 0.260 -0.073 4.481 -0.26
C 1.079 -1.193 4.625 -0.01
C 1.802 -1.658 3.548 -0.06
C 1.713 -1.033 2.314 -0.04
H 2.288 -1.388 1.475 0.11
H 2.445 -2.517 3.667 0.11
H 1.134 -1.670 5.590 0.12
O -0.404 0.326 5.603 -0.08
C -1.249 1.447 5.523 -0.09
H -1.672 1.570 6.519 0.09
H -0.694 2.352 5.253 0.10
H -2.060 1.290 4.804 0.09
H -0.443 1.431 3.117 0.11
H 1.433 1.675 0.889 0.15
H 0.914 1.086 -2.023 0.12
H 2.342 1.585 -1.086 0.13
H 3.510 -0.495 -1.694 0.13
H 2.999 0.378 -3.153 0.12
H 1.053 -1.117 -3.392 0.15
H 3.638 -4.725 -6.690 0.08
H 2.006 -4.086 -6.440 0.08
H 2.897 -4.796 -5.085 0.08
```

## Properties
SMILES: CCOC(=O)C1CCN([C@H](c2cccc(OC)c2)c2sc3nc(C)nn3c2O)CC1
gap between HOMO and LUMO: 8.9 eV
energy above the lowest of the compared OMol25 structures with the same formula, charge and spin: 62.2 kcal/mol
2S+1: 1
F_max: 1.32 eV/A
HOMO: -8.3634 eV